No. 1
The following is a quantum chemistry calculation of 2 unconnected molecules or ions with the total composition C4H10O2 at a distorted geometry, from the Open Molecules 2025 dataset.

Each line ends with the Mulliken charge.
Cartesian coordinates (Å):
O  2.40  -0.79  -1.28  -0.6662
C  1.11  -0.43  -1.28  -0.3434
C  0.18  -0.45  -0.10  -0.2919
C  -1.23  0.01  -0.14  -0.3393
C  -2.07  0.47  1.11  -1.1308
H  0.67  -0.56  -2.25  0.3683
H  0.38  -1.47  0.39  0.3829
H  0.96  0.59  -0.79  0.5252
H  -1.14  0.78  -0.93  0.2697
H  -1.96  -0.76  -0.56  0.2511
H  -1.92  -0.24  1.97  0.3085
H  -3.14  0.52  0.91  0.3311
H  -1.63  1.36  1.55  0.3332
H  1.88  0.13  0.99  0.2933
H  2.81  0.25  -0.33  0.4080
O  2.73  0.58  0.73  -0.6997

Properties
* multiplicity: 1
* HOMO level: -9.534 eV
* net charge: 0
* relative energy (zero: lowest compared OMol25 entry of this formula, charge and spin): 616.5 kJ/mol
* frontier orbital gap: 7.6 eV

---

No. 2
The following is a quantum chemistry calculation of C4H10O2 in the gas phase, from the Open Molecules 2025 dataset.

Each line ends with the Mulliken charge.
Cartesian coordinates (Å):
C  2.51  -0.09  -0.53  -0.7000
O  1.38  0.15  0.27  -0.3033
C  0.20  -0.36  -0.29  -0.5658
C  -0.97  -0.03  0.65  0.4628
C  -1.92  1.00  0.07  -1.4655
O  -1.75  -1.18  0.94  -0.5669
H  2.66  -1.17  -0.69  0.2937
H  2.42  0.40  -1.51  0.2896
H  3.38  0.31  0.00  0.2478
H  0.27  -1.46  -0.41  0.3520
H  0.04  0.06  -1.30  0.3378
H  -0.52  0.37  1.57  0.1902
H  -2.72  1.23  0.78  0.3573
H  -2.38  0.61  -0.85  0.3607
H  -1.39  1.93  -0.17  0.3737
H  -1.21  -1.78  1.47  0.3359

Properties
* multiplicity: 1
* HOMO level: -9.961 eV
* net charge: 0
* relative energy (zero: lowest compared OMol25 entry of this formula, charge and spin): 113.4 kJ/mol
* frontier orbital gap: 10.9 eV
* SMILES string: COC[C@@H](C)O

---

No. 3
The following is a quantum chemistry calculation of C4H10O2 in the gas phase, from the Open Molecules 2025 dataset.

Each line ends with the Mulliken charge.
Cartesian coordinates (Å):
C  -1.14  0.68  -2.05  -0.7092
O  -0.93  -0.07  -0.89  -0.3029
C  -0.20  0.63  0.08  -0.5380
C  0.22  -0.34  1.19  0.3568
C  1.12  -1.43  0.64  -1.3096
O  0.94  0.36  2.19  -0.5517
H  -1.70  1.61  -1.84  0.2887
H  -0.19  0.95  -2.53  0.3100
H  -1.73  0.07  -2.74  0.2415
H  -0.80  1.45  0.51  0.3429
H  0.71  1.07  -0.35  0.2984
H  -0.68  -0.81  1.61  0.2430
H  1.37  -2.16  1.42  0.3279
H  2.06  -0.99  0.29  0.3263
H  0.63  -1.94  -0.19  0.3483
H  0.33  0.93  2.66  0.3277

Properties
* multiplicity: 1
* HOMO level: -9.997 eV
* net charge: 0
* relative energy (zero: lowest compared OMol25 entry of this formula, charge and spin): 103.1 kJ/mol
* frontier orbital gap: 10.9 eV
* SMILES string: COC[C@@H](C)O

---

No. 4
The following is a quantum chemistry calculation of 2 unconnected molecules or ions with the total composition C4H10O2, from the Open Molecules 2025 dataset.

Each line ends with the Mulliken charge.
Cartesian coordinates (Å):
C  -2.65  0.06  -0.58  -1.1820
C  0.89  -0.74  0.87  -0.5496
O  1.94  0.14  1.18  -0.5930
C  -0.21  -0.13  0.06  -0.0420
C  -1.50  -0.32  0.31  -0.0856
H  -3.18  0.94  -0.21  0.2808
H  -3.35  -0.77  -0.67  0.3217
H  -2.32  0.29  -1.58  0.3264
H  0.45  -1.14  1.79  0.3323
H  1.33  -1.55  0.27  0.2596
H  1.67  0.81  1.81  0.3029
H  0.05  0.42  -0.84  0.3228
H  -1.76  -0.86  1.23  0.2594
H  2.62  0.67  -0.53  0.3731
H  3.41  1.36  -1.63  0.3057
O  2.62  0.84  -1.48  -0.6325

Properties
* multiplicity: 1
* HOMO level: -9.530 eV
* net charge: 0
* relative energy (zero: lowest compared OMol25 entry of this formula, charge and spin): 110.1 kJ/mol
* frontier orbital gap: 10.4 eV
* SMILES string: C/C=C/CO.O

---

Number 1: LUMO -1.9 eV. Number 2: LUMO 0.9 eV. Number 3: LUMO 0.9 eV. Number 4: LUMO 0.9 eV.